No. 1
A structure of composition C35H18Cl5N4O10S4Y at a distorted geometry, computed with the ωB97M-V functional and the def2-TZVPD basis.

The geometry in XYZ format:
```
77
C35H18Cl5N4O10S4Y the ωB97M-V functional and the def2-TZVPD basis
Y 0.256 0.448 0.159
O -4.493 -1.605 -5.691
C -3.425 -2.166 -5.382
O -2.828 -3.127 -5.899
C -2.721 -1.563 -4.140
C -1.617 -2.163 -3.566
C -1.053 -1.615 -2.422
N -1.486 -0.481 -1.854
C -2.523 0.125 -2.442
C -3.170 -0.394 -3.556
C -2.963 1.410 -1.850
C -4.004 2.152 -2.405
C -4.331 3.378 -1.858
C -3.617 3.834 -0.765
C -2.613 3.017 -0.272
N -2.289 1.834 -0.778
C 0.126 -2.286 -1.830
C 0.313 -3.654 -2.008
C 1.502 -4.224 -1.592
C 2.470 -3.413 -1.026
C 2.148 -2.096 -0.772
N 0.977 -1.547 -1.113
H -1.213 -3.041 -4.048
H -4.031 0.073 -4.009
H -4.546 1.787 -3.262
H -5.135 3.967 -2.283
H -3.823 4.787 -0.300
H -2.080 3.322 0.606
H -0.458 -4.248 -2.473
H 1.672 -5.287 -1.699
H 3.421 -3.810 -0.704
H 2.841 -1.444 -0.254
O -1.507 5.055 3.577
S 0.996 3.055 0.700
O 3.160 4.408 -0.016
O 1.959 1.877 0.757
C 3.873 3.827 -0.865
C 5.304 4.024 -0.903
C 6.119 3.434 -1.828
C 5.600 2.578 -2.818
C 4.244 2.349 -2.830
C 3.393 2.928 -1.882
S 1.722 2.483 -2.119
O 1.415 2.630 -3.514
O 0.762 3.294 -1.257
O 1.496 1.070 -1.675
H 5.699 4.687 -0.142
H 7.186 3.634 -1.798
H 6.242 2.118 -3.556
H 3.812 1.706 -3.588
Cl -1.091 3.890 2.659
C -1.659 2.193 3.113
C -1.202 1.151 2.313
C -1.732 -0.080 2.682
Cl -1.336 -1.470 1.670
C -2.566 -0.318 3.765
Cl -3.100 -1.910 4.159
C -2.972 0.773 4.522
Cl -4.024 0.519 5.873
C -2.551 2.058 4.180
Cl -3.199 3.368 5.104
O 0.826 -5.192 3.498
S 1.766 -4.676 2.542
O 2.134 -5.528 1.440
N 1.283 -3.198 2.006
C 2.061 -2.247 2.444
S 1.891 -0.573 2.203
C 3.238 -2.727 3.251
C 4.274 -1.992 3.802
C 5.278 -2.678 4.474
C 5.252 -4.066 4.584
C 4.213 -4.802 4.027
C 3.222 -4.101 3.373
H 4.289 -0.915 3.695
H 6.100 -2.125 4.911
H 6.053 -4.577 5.104
H 4.181 -5.882 4.100
```

Values from the calculation:
Energy relative to the best compared isomer or geometry (same formula, charge and spin) (kcal/mol): 210.4
Frontier orbital gap (eV): 6.29
HOMO energy (eV): -2.8
Charge: -2
LUMO (eV): 3.488
E (eV): -170020.60413


No. 2
A cluster of 3 separate species, C6H17N in total at a distorted geometry, computed with the ωB97M-V functional and the def2-TZVPD basis.

The geometry in XYZ format:
```
24
C6H17N the ωB97M-V functional and the def2-TZVPD basis
C 1.390 -0.972 -0.475
C 0.775 1.414 -0.350
C 0.473 -1.880 -0.995
C 1.779 -1.020 0.974
C 0.211 2.115 0.885
H 2.125 -0.549 -1.146
H 1.862 1.489 -0.350
H 0.476 1.934 -1.273
H -0.871 -0.951 -1.091
H 0.907 -1.179 1.614
H 2.456 -1.866 1.140
H 0.548 -2.161 -2.041
H 0.055 -2.631 -0.329
H 2.286 -0.114 1.304
H 0.506 1.588 1.798
H 0.544 3.156 0.989
H -0.885 2.134 0.875
C -2.461 -0.280 0.217
N -1.538 -0.037 -0.893
H -1.994 0.282 -1.739
H -0.583 0.568 -0.645
H -3.035 0.615 0.459
H -3.149 -1.096 -0.019
H -1.876 -0.562 1.091
```

Values from the calculation:
Energy relative to the best compared isomer or geometry (same formula, charge and spin) (kcal/mol): 102.3
Frontier orbital gap (eV): 7.22
HOMO energy (eV): -6.4
LUMO (eV): 0.844
E (eV): -7983.34993


No. 3
A structure of composition H18O9Xe at a distorted geometry, computed with the ωB97M-V functional and the def2-TZVPD basis.

The geometry in XYZ format:
```
28
H18O9Xe the ωB97M-V functional and the def2-TZVPD basis
Xe 0.063 0.142 -0.051
O -1.392 0.490 3.129
H -0.938 1.183 2.649
H -2.088 0.204 2.537
O -3.163 -0.427 1.129
H -2.830 -0.976 0.419
H -3.137 0.462 0.777
O 1.815 2.560 -2.266
H 2.191 2.408 -1.399
H 2.274 3.334 -2.594
O 1.109 0.372 -3.984
H 1.663 -0.313 -3.609
H 1.351 1.165 -3.506
O 3.071 1.598 0.071
H 3.723 1.530 0.768
H 2.418 0.932 0.287
O 1.043 -2.603 3.069
H 1.363 -1.714 3.223
H 1.693 -3.168 3.488
O -2.767 -2.484 -0.910
H -2.154 -2.855 -1.545
H -2.452 -2.796 -0.062
O -0.569 -3.221 1.037
H 0.052 -3.011 1.733
H -0.053 -3.172 0.232
O -0.914 3.807 -1.475
H 0.011 3.570 -1.552
H -1.384 2.982 -1.593
```

Values from the calculation:
Energy relative to the best compared isomer or geometry (same formula, charge and spin) (kcal/mol): 15.3
Frontier orbital gap (eV): 10.70
HOMO energy (eV): -11.0
LUMO (eV): -0.286
E (eV): -27682.19874


No. 4
A cluster of 2 separate species, C2H5N5 in total at a distorted geometry, computed with the ωB97M-V functional and the def2-TZVPD basis.

The geometry in XYZ format:
```
12
C2H5N5 the ωB97M-V functional and the def2-TZVPD basis
C 1.395 0.529 0.934
C -0.039 0.327 -0.685
N -0.762 1.456 -0.448
N -0.648 -1.018 0.026
N -1.587 -0.787 0.779
N 1.993 -0.395 1.338
N 0.531 0.117 -1.808
H -1.188 1.512 0.466
H -0.798 2.129 -1.195
H -1.977 -1.667 1.162
H 2.169 -1.385 1.322
H 0.913 -0.820 -1.891
```

Values from the calculation:
Energy relative to the best compared isomer or geometry (same formula, charge and spin) (kcal/mol): 104.5
Frontier orbital gap (eV): 9.30
HOMO energy (eV): -9.1
LUMO (eV): 0.178
E (eV): -9601.48890


> Which of these has the highest HOMO energy?

C35H18Cl5N4O10S4Y